C19H44N3O2P2V | ωB97M-V/def2-TZVPD

Each line ends with the Löwdin spin population.
Geometry (Å):
V -0.05431 0.02384 -0.54993  1.80
P 0.21595 -2.32255 -0.84244  0.01
P 0.20794 2.39697 -0.60156  0.01
O -1.05602 -0.05101 1.64717  0.00
O 2.94430 -0.03132 0.57650  0.06
N 0.22075 -0.19237 3.54537  0.00
N 0.51808 0.12958 -2.57480  0.02
N -2.08021 -0.19909 3.68775  0.00
C -1.57607 4.61288 -0.82167  0.00
C 0.95574 1.41300 -3.18815  0.00
C 1.68492 3.29778 0.07111  0.00
C 0.37633 -2.34986 -2.68161  0.01
C 0.36089 2.60158 -2.43031  0.01
C -1.31273 -3.26781 -0.41015  0.00
C -1.57202 -4.50163 -1.28133  0.00
C 1.93966 -3.17023 1.24663  0.00
C 1.83741 -0.00926 0.14357  0.06
C 1.93518 3.02962 1.55888  0.00
C -1.37943 -3.62327 1.07799  0.00
C -1.31775 3.29906 -0.07639  0.00
C 0.96778 -1.08891 -3.31430  0.01
C 1.69087 -3.28652 -0.26068  0.00
C 1.69396 4.80557 -0.20740  0.00
C 1.69843 -4.75812 -0.69082  0.00
C -3.44455 -0.16278 3.19974  0.00
C -0.98637 -0.14197 2.89050  0.00
C -1.38124 3.50587 1.43966  0.00
H -1.57160 -4.27002 -2.35155  0.00
H 2.82246 3.60156 1.86309  0.00
H -0.61796 -2.58402 -3.09578  0.00
H 2.69886 5.18345 0.02820  0.00
H -3.45242 -0.10358 2.10725  0.00
H 0.55615 -0.97194 -4.33298  0.00
H -2.38783 -3.99564 1.30806  0.00
H -1.57439 4.48790 -1.90955  0.00
H 2.51722 -2.76561 -0.77867  0.00
H 1.10150 -3.55522 1.83981  0.00
H -0.41715 0.16272 -3.01005  0.01
H 0.54038 1.39590 -4.21205  0.00
H 1.49561 -4.90004 -1.75894  0.00
H -0.84217 -5.29682 -1.09072  0.00
H -1.55644 -0.00603 -0.65638  -0.01
H 2.14994 1.97448 1.75595  0.00
H -3.98022 -1.06573 3.51098  0.00
H -0.63319 2.87804 -2.81823  0.00
H 1.49015 5.05465 -1.25554  0.00
H -2.38858 3.85568 1.70618  0.00
H 2.51071 2.83129 -0.49722  0.00
H 2.70265 -5.15885 -0.49384  0.00
H -1.91995 -0.26709 4.69755  0.00
H -0.67557 4.27310 1.78532  0.00
H -1.19903 -2.74982 1.71838  0.00
H -1.20247 2.57241 1.98938  0.00
H 2.15074 -2.14001 1.55050  0.00
H -2.09917 2.56628 -0.35384  0.00
H 1.03041 3.44484 -2.62032  0.00
H -0.67592 -4.42258 1.34690  0.00
H 0.26790 -0.24308 4.53827  0.00
H -2.56385 -4.89648 -1.02501  0.00
H 0.99271 -5.36087 -0.10367  0.00
H 1.06954 -0.13947 2.99030  0.00
H -3.96980 0.70771 3.60720  0.00
H 1.09603 3.34881 2.18847  0.00
H -2.56844 4.97951 -0.52810  0.00
H -0.84638 5.38539 -0.55270  0.00
H 2.03820 1.38356 -3.23722  0.00
H 0.98902 5.34631 0.43828  0.00
H 1.04474 -3.17221 -2.95382  0.00
H 2.82892 -3.76744 1.49059  0.00
H 2.05242 -1.05116 -3.36193  0.00
H -2.09123 -2.50892 -0.61590  0.00

Force components x, y, z for each atom (eV/Å):
0.2 0.3 2.5
0.4 -1.5 -0.3
0.6 1.7 -0.2
0.5 0.1 -1.0
-5.9 0.2 -2.4
-0.4 0.1 -1.4
-2.1 0.0 -1.1
0.9 0.0 0.0
0.0 0.1 0.0
-0.1 -0.3 -0.2
0.1 -0.3 -0.1
0.2 -0.4 -0.3
0.2 0.5 -0.2
-0.4 0.3 -0.2
0.0 -0.1 0.0
0.1 0.0 0.2
7.6 -0.4 2.9
0.1 0.0 0.2
-0.1 0.0 0.2
-0.4 -0.4 -0.2
-0.1 0.5 -0.1
0.1 0.3 -0.1
0.2 0.1 0.0
0.2 -0.1 0.0
-0.5 0.0 0.0
0.4 -0.1 1.1
-0.1 -0.1 0.2
0.0 -0.1 0.2
-0.2 -0.2 0.0
0.4 0.2 0.1
-0.3 -0.1 -0.1
0.1 0.0 0.3
0.6 -0.3 0.2
0.3 0.1 -0.1
0.0 0.1 0.2
-0.1 -0.2 0.1
0.3 0.1 -0.2
-0.4 -0.2 1.3
0.6 0.3 0.2
0.0 0.0 0.3
-0.3 0.2 -0.1
-2.4 -0.3 -0.9
-0.1 0.3 0.1
0.1 0.2 -0.1
0.4 -0.2 0.1
0.0 0.0 0.3
0.2 -0.1 -0.1
-0.1 0.2 0.1
-0.3 0.1 -0.1
-0.2 0.0 -0.8
-0.2 -0.2 -0.2
0.0 -0.2 -0.1
0.0 0.2 -0.1
-0.1 -0.3 0.1
0.1 0.3 0.1
-0.3 0.2 0.0
-0.2 0.2 -0.1
0.2 0.0 0.4
0.2 0.1 -0.1
0.2 0.2 -0.2
-0.4 0.0 0.5
0.1 -0.1 -0.1
0.3 -0.1 -0.2
0.2 -0.1 -0.1
-0.3 -0.2 -0.1
0.2 0.4 0.0
0.2 -0.2 -0.2
-0.3 -0.1 0.0
-0.2 0.2 0.0
0.1 -0.4 0.1
0.1 -0.3 0.1

Computed properties:
E_tot: -2691.285001 a.u.
maximum force: 8.112 eV Å⁻¹
2S+1: 3
frontier orbital gap (spin up / spin down): 0.282 / 0.297 hartree
net charge: +2
relative energy (zero: lowest compared OMol25 entry of this formula, charge and spin): 0.005 eV